{
  "formula": "C37H39AsBClF4I2N2O6Sc",
  "method": "the ωB97M-V functional and the def2-TZVPD basis",
  "lumo_ev": 1.48,
  "charge": -1,
  "e_homo_ev": -4.84,
  "de_lowest_ev": 2.755,
  "homo_lumo_gap_ha": 0.2323,
  "species": ["Sc", "C", "C", "O", "C", "C", "C", "C", "C", "C", "O", "H", "H", "H", "H", "H", "H", "H", "O", "Cl", "O", "O", "O", "F", "B", "F", "F", "F", "C", "C", "C", "N", "C", "C", "H", "H", "H", "H", "H", "I", "I", "C", "C", "C", "C", "C", "C", "As", "N", "C", "C", "C", "C", "C", "C", "C", "C", "C", "C", "C", "C", "C", "C", "C", "C", "C", "C", "H", "H", "H", "H", "H", "H", "H", "H", "H", "H", "H", "H", "H", "H", "H", "H", "H", "H", "H", "H", "H", "H", "H", "H", "H", "H", "H"],
  "xyz": [[1.214658, -1.120456, -1.657288], [-0.066525, -5.093737, -3.408771], [-0.330147, -3.772851, -2.745164], [0.636316, -3.169486, -2.276219], [-1.665874, -3.226235, -2.645065], [-2.799337, -4.053138, -2.704016], [-4.056977, -3.539768, -2.503856], [-4.194011, -2.164981, -2.264792], [-3.106893, -1.326957, -2.240170], [-1.803244, -1.835462, -2.422850], [-0.778662, -1.016847, -2.440007], [1.007406, -5.261000, -3.428782], [-0.471994, -5.080833, -4.421509], [-0.560013, -5.902038, -2.864224], [-2.674418, -5.114293, -2.884337], [-4.926629, -4.184396, -2.525398], [-5.181788, -1.750695, -2.093580], [-3.215421, -0.268141, -2.051925], [3.178266, 0.179296, -1.144154], [2.966179, 1.135873, -2.244689], [3.115546, 2.473220, -1.809413], [3.775619, 0.835358, -3.361222], [1.523310, 0.867707, -2.560659], [4.474036, -2.731020, -4.192032], [3.962120, -2.853946, -2.919896], [2.818962, -1.870588, -2.823925], [3.414343, -4.115671, -2.680352], [4.867479, -2.492740, -1.929400], [3.674463, -4.222428, 1.730363], [4.071715, -2.928208, 1.462592], [3.338240, -2.175578, 0.559822], [2.251833, -2.639035, -0.068028], [1.891423, -3.901517, 0.186205], [2.559420, -4.719347, 1.074092], [4.225470, -4.838784, 2.430448], [4.943003, -2.489966, 1.929463], [3.643402, -1.169963, 0.325253], [1.034847, -4.270323, -0.357795], [2.212499, -5.731409, 1.233932], [0.031410, -0.925534, -4.953604], [1.154323, -0.952519, -7.376084], [-0.381477, 1.512709, 6.768602], [-0.177083, 1.526923, 5.277618], [0.815324, 0.771790, 4.673690], [1.011131, 0.780806, 3.297411], [2.100234, -0.103423, 2.748810], [0.194107, 1.572569, 2.460621], [0.832852, 1.568793, 0.574623], [0.242274, -0.098203, 0.012474], [-0.945929, -0.627538, 0.501092], [-2.058629, 0.140579, 0.888128], [-3.233555, -0.448859, 1.325636], [-3.364663, -1.830289, 1.394297], [-2.279848, -2.611136, 1.019120], [-1.099477, -2.023410, 0.594064], [-0.055523, 3.122157, -0.270934], [-0.982824, 3.156646, -1.314341], [-1.495038, 1.928301, -2.002824], [-1.432488, 4.388856, -1.794556], [-0.960201, 5.591698, -1.305551], [-1.466636, 6.908500, -1.828694], [0.021484, 5.544728, -0.322197], [0.489271, 4.343146, 0.190136], [1.578404, 4.409079, 1.232928], [-0.841145, 2.311293, 3.064323], [-1.887370, 3.140869, 2.354925], [-0.991158, 2.279778, 4.451726], [0.377970, 0.907221, 7.264731], [-1.359660, 1.099936, 7.027112], [-0.333219, 2.520744, 7.186656], [1.462056, 0.150669, 5.286380], [2.573618, -0.666730, 3.554358], [2.868991, 0.470314, 2.225003], [1.689967, -0.810916, 2.027833], [-2.006061, 1.219208, 0.825000], [-4.062974, 0.191330, 1.609588], [-4.287404, -2.285525, 1.732135], [-2.347298, -3.693041, 1.059318], [-0.263333, -2.655173, 0.331282], [-1.391601, 1.035002, -1.403003], [-0.923432, 1.744187, -2.915401], [-2.542230, 2.056631, -2.287939], [-2.170633, 4.392847, -2.591991], [-2.153438, 6.761770, -2.663052], [-0.644873, 7.538398, -2.176826], [-1.996739, 7.465868, -1.052114], [0.442594, 6.472598, 0.056208], [1.862953, 5.448416, 1.403081], [2.465759, 3.858278, 0.912595], [1.270007, 3.986760, 2.191826], [-1.831827, 3.108985, 1.276811], [-1.806708, 4.190951, 2.649976], [-2.879378, 2.792777, 2.655859], [-1.799499, 2.860565, 4.890483]],
  "atomic_forces_ev_per_a": [[-0.76, -0.13, 0.63], [-0.06, -0.03, 0.03], [-0.11, -0.06, -0.04], [0.30, 0.12, 0.15], [-0.01, -0.03, 0.03], [-0.02, 0.01, -0.02], [-0.01, -0.01, -0.01], [-0.06, 0.03, 0.01], [0.05, -0.04, -0.05], [-0.05, 0.09, 0.00], [0.29, -0.03, -0.02], [0.02, 0.00, -0.01], [0.01, -0.02, 0.00], [0.02, 0.00, -0.01], [0.01, 0.02, 0.00], [0.03, 0.03, 0.00], [0.03, -0.01, 0.00], [-0.01, 0.00, 0.00], [0.18, 0.16, -0.22], [-0.56, -0.32, 0.28], [0.03, 0.07, 0.07], [0.07, 0.04, -0.04], [0.27, 0.10, -0.34], [-0.10, -0.04, 0.19], [0.07, -0.08, 0.01], [-0.04, -0.01, -0.11], [0.10, 0.21, -0.04], [-0.16, -0.07, -0.14], [0.02, -0.03, 0.03], [-0.01, 0.03, -0.03], [0.01, -0.11, 0.01], [0.26, 0.19, 0.06], [-0.03, 0.03, -0.07], [0.00, -0.04, 0.01], [-0.01, 0.01, -0.02], [-0.01, -0.02, -0.01], [0.00, 0.04, 0.01], [0.01, -0.02, 0.02], [0.00, 0.03, -0.01], [-0.02, 0.05, -0.19], [0.02, -0.01, -0.18], [-0.01, -0.01, 0.04], [0.00, 0.02, -0.01], [0.02, -0.05, -0.02], [-0.02, 0.07, -0.02], [-0.01, -0.01, 0.01], [-0.17, 0.08, 0.11], [0.44, -0.27, 0.09], [-0.04, -0.05, -0.09], [0.01, -0.02, -0.03], [-0.04, 0.01, -0.05], [0.03, 0.05, -0.02], [0.01, -0.02, 0.00], [-0.01, 0.03, 0.00], [-0.03, 0.03, 0.01], [-0.05, 0.11, 0.09], [0.03, 0.04, 0.01], [-0.05, -0.04, -0.02], [0.00, 0.02, -0.04], [0.02, -0.02, 0.00], [-0.02, 0.04, -0.02], [0.00, 0.00, 0.01], [-0.10, 0.04, 0.03], [0.02, 0.03, 0.05], [0.05, -0.06, 0.05], [0.04, 0.10, 0.02], [-0.04, -0.01, 0.00], [-0.01, 0.01, -0.02], [0.02, 0.01, -0.01], [0.00, -0.01, -0.02], [-0.02, 0.01, 0.00], [0.00, 0.01, -0.01], [-0.02, 0.02, 0.00], [-0.02, 0.00, 0.01], [0.02, -0.15, -0.04], [0.01, -0.03, -0.01], [0.02, 0.01, -0.01], [0.00, 0.01, 0.00], [0.03, -0.01, 0.00], [-0.01, -0.02, 0.05], [0.00, 0.03, -0.01], [0.00, -0.01, 0.01], [0.01, -0.01, 0.01], [0.01, 0.00, 0.02], [-0.01, -0.02, 0.01], [0.01, -0.02, -0.01], [-0.01, -0.02, -0.01], [0.00, -0.02, 0.00], [-0.01, -0.01, -0.03], [-0.03, 0.00, -0.01], [0.07, 0.03, -0.10], [0.02, -0.02, -0.01], [0.02, 0.02, -0.01], [0.02, -0.01, 0.00]]
}